(1)
{
  "formula": "C3H3F4O5P",
  "method": "ωB97M-V/def2-TZVPD",
  "charge": 0,
  "smiles": "O=C(OP(O)O)OC(F)(F)C(F)F",
  "e_tot_ev": -33557.41095,
  "largest_force_ev_per_a": 2.79,
  "symbols": ["O", "C", "O", "P", "O", "O", "O", "C", "F", "F", "C", "F", "F", "H", "H", "H"],
  "positions_angstrom": [[-0.799, 2.207, -1.872], [-0.361, 1.200, -1.388], [0.390, 0.335, -2.104], [0.029, -1.340, -2.063], [-1.490, -1.440, -1.512], [0.955, -1.908, -0.828], [-0.703, 0.861, -0.075], [0.288, 0.947, 0.884], [0.158, 2.126, 1.493], [1.519, 0.912, 0.356], [0.112, -0.196, 1.934], [-0.553, -1.210, 1.366], [-0.649, 0.266, 2.934], [-1.672, -0.915, -0.716], [1.702, -1.312, -0.711], [1.075, -0.532, 2.303]],
  "forces_ev_per_angstrom": [[0.53, -1.18, 0.82], [-0.54, 2.13, -1.71], [-0.78, -0.29, 1.78], [-0.11, -1.33, -1.46], [0.71, 0.59, 0.20], [-0.47, 0.90, -0.04], [0.80, -0.62, -0.52], [-0.87, 0.07, 0.48], [0.25, 0.25, 0.18], [0.35, -0.24, -0.24], [-0.23, 0.48, -0.35], [-0.06, -0.45, -0.06], [-0.03, 0.11, 0.41], [-0.10, -0.27, 0.21], [0.37, -0.06, 0.17], [0.19, -0.10, 0.14]],
  "lowdin_charge": [0.1986, -0.5536, -0.1585, 0.8715, -0.2281, -0.2506, 0.1035, -0.5224, 0.1774, 0.1584, -0.2833, 0.0968, 0.1162, 0.0536, 0.0472, 0.1733]
}

***

(2)
{
  "formula": "C16H21ClF13INO11PS",
  "method": "ωB97M-V/def2-TZVPD",
  "charge": 0,
  "e_tot_ev": -117020.54443,
  "largest_force_ev_per_a": 2.07,
  "symbols": ["O", "S", "O", "F", "N", "Cl", "P", "O", "I", "H", "C", "C", "O", "C", "O", "C", "F", "F", "F", "H", "H", "H", "H", "H", "C", "C", "O", "C", "O", "C", "F", "F", "F", "H", "H", "H", "H", "H", "C", "C", "O", "C", "O", "C", "F", "F", "F", "H", "H", "H", "H", "H", "C", "C", "O", "C", "O", "C", "F", "F", "F", "H", "H", "H", "H", "H"],
  "positions_angstrom": [[0.829, 2.079, 6.058], [0.615, 1.608, 4.739], [-0.607, 1.957, 4.107], [0.764, 0.080, 4.719], [1.955, 2.110, 3.879], [1.944, 1.438, 2.267], [2.155, 3.871, 3.984], [0.867, 4.352, 3.117], [4.024, 4.242, 2.431], [0.771, 5.309, 3.227], [4.659, -3.377, -2.803], [5.006, -2.961, -1.391], [4.725, -1.562, -1.171], [3.464, -1.253, -0.922], [2.534, -2.001, -0.859], [3.347, 0.261, -0.670], [4.018, 0.971, -1.581], [3.840, 0.573, 0.539], [2.074, 0.656, -0.701], [5.176, -2.742, -3.523], [4.952, -4.412, -2.971], [3.590, -3.286, -2.988], [6.073, -3.071, -1.210], [4.479, -3.563, -0.651], [-3.294, 1.962, 2.938], [-3.158, 1.377, 1.553], [-4.288, 0.540, 1.211], [-5.376, 1.169, 0.798], [-5.528, 2.348, 0.675], [-6.460, 0.136, 0.440], [-6.567, -0.809, 1.386], [-6.153, -0.469, -0.719], [-7.647, 0.713, 0.298], [-3.443, 1.172, 3.675], [-2.405, 2.516, 3.193], [-4.153, 2.633, 2.998], [-2.291, 0.722, 1.502], [-3.033, 2.151, 0.797], [4.539, 3.175, -3.805], [5.171, 4.100, -4.821], [6.151, 4.961, -4.207], [7.343, 4.424, -3.992], [7.686, 3.309, -4.253], [8.281, 5.478, -3.371], [7.676, 6.144, -2.382], [8.652, 6.365, -4.304], [9.374, 4.904, -2.881], [4.115, 3.749, -2.980], [3.747, 2.588, -4.269], [5.275, 2.491, -3.386], [4.426, 4.768, -5.247], [5.627, 3.547, -5.642], [-7.152, -3.587, 0.545], [-5.995, -4.388, 1.098], [-6.452, -5.532, 1.851], [-6.804, -6.592, 1.142], [-6.783, -6.702, -0.048], [-7.225, -7.731, 2.091], [-8.041, -7.289, 3.053], [-6.142, -8.261, 2.678], [-7.850, -8.695, 1.424], [-7.830, -3.295, 1.347], [-6.785, -2.699, 0.050], [-7.725, -4.171, -0.175], [-5.421, -3.790, 1.803], [-5.316, -4.712, 0.310]],
  "forces_ev_per_angstrom": [[0.36, -0.38, 0.12], [-0.69, 1.73, 0.90], [0.46, -0.83, -0.34], [0.30, -0.14, -0.28], [-0.25, -0.23, -0.95], [-0.31, 0.03, 0.48], [0.29, 0.17, 0.62], [0.27, -0.06, -0.11], [-0.14, -0.19, 0.10], [-0.21, -0.02, -0.09], [-0.16, 0.23, -0.08], [0.19, -0.46, -0.11], [-0.02, 0.12, 0.08], [0.13, -0.29, -0.04], [-0.07, 0.12, 0.03], [0.00, 0.41, 0.01], [0.02, -0.08, -0.02], [0.22, -0.25, -0.33], [-0.02, -0.13, 0.02], [0.09, -0.06, 0.01], [0.02, 0.00, 0.02], [-0.01, -0.07, 0.05], [0.01, 0.19, 0.03], [-0.14, 0.12, 0.00], [-0.72, -0.01, -0.06], [0.47, 0.20, 0.16], [-0.07, -0.08, -0.09], [0.30, 0.11, 0.08], [-0.13, -0.04, -0.05], [-0.26, -0.05, 0.04], [0.09, 0.22, 0.00], [0.08, -0.01, 0.03], [0.05, 0.06, 0.02], [0.14, -0.02, 0.00], [0.08, 0.09, -0.02], [0.01, 0.01, -0.09], [-0.12, -0.15, -0.04], [-0.19, 0.00, -0.03], [0.19, 0.03, 0.22], [-0.42, -0.23, -0.20], [0.12, 0.09, -0.01], [-0.25, -0.11, -0.14], [0.12, 0.04, 0.05], [0.13, 0.09, 0.15], [-0.01, -0.02, -0.02], [-0.03, -0.02, -0.03], [-0.02, -0.03, -0.04], [-0.08, 0.02, -0.06], [-0.01, 0.02, -0.03], [0.01, -0.04, -0.08], [0.10, 0.16, 0.08], [0.17, 0.00, 0.09], [-0.34, -0.48, -0.01], [0.17, 0.46, -0.17], [0.02, -0.12, 0.07], [0.13, 0.27, -0.08], [-0.04, -0.13, 0.03], [-0.13, -0.15, 0.09], [0.01, 0.01, -0.02], [0.03, 0.03, -0.02], [0.03, 0.03, -0.04], [0.07, 0.10, 0.02], [0.06, 0.03, -0.07], [0.08, -0.03, -0.03], [-0.05, -0.12, 0.14], [-0.10, -0.16, -0.02]],
  "lowdin_charge": [-0.2512, 0.4400, -0.2668, -0.1104, -0.8376, 0.6416, 0.4311, -0.3833, 0.4082, 0.0604, -0.0585, -0.1896, 0.0372, -0.4024, 0.1754, -0.5500, 0.1666, 0.0763, 0.1459, 0.0845, 0.0842, 0.0782, 0.1259, 0.1265, -0.0637, -0.1801, 0.0349, -0.4059, 0.1733, -0.5404, 0.1500, 0.1588, 0.1797, 0.0895, 0.0448, 0.0828, 0.1258, 0.1275, -0.0677, -0.1914, 0.0342, -0.4017, 0.1718, -0.5500, 0.1657, 0.1677, 0.1750, 0.0857, 0.0855, 0.0697, 0.1252, 0.1261, -0.0578, -0.1835, 0.0355, -0.4040, 0.1706, -0.5496, 0.1664, 0.1651, 0.1736, 0.0888, 0.0528, 0.0836, 0.1259, 0.1274]
}